A cluster of 2 separate species, C19H20NO7S in total. Source: the OMol25 dataset; level of theory: the ωB97M-V functional and the def2-TZVPD basis.

Geometry as XYZ:
```
48
C19H20NO7S (the ωB97M-V functional and the def2-TZVPD basis)
C -3.2133 -0.8906 2.8757
O 1.3291 -0.8970 1.3487
H -3.0386 -3.1872 -3.5172
C 2.1242 1.6242 0.0809
C -0.9015 -0.5320 -3.0710
H 5.4167 2.4485 0.0582
O 0.3421 1.4879 3.5222
C -0.9915 -1.0583 2.0985
H 1.0183 -2.7253 2.3781
C 1.8191 1.9775 1.3907
H 0.7600 0.7847 -2.6032
O -1.0796 -2.2805 2.0152
C -1.3556 -1.8682 -3.2437
C -2.7098 -2.1478 -3.4352
C 0.4988 -0.2481 -2.8352
H -4.1153 1.0692 2.9375
H -0.6280 -2.6756 -3.2043
N 2.8017 -0.7424 -3.3303
H -1.5100 1.5496 -3.1094
O 2.9453 0.4835 -3.6007
C 3.4121 1.8409 -0.4121
C 0.1830 -0.2893 1.5772
H 1.3587 1.1729 -0.5516
H 2.7234 -2.3006 1.9323
H -4.6948 -1.3198 -3.6409
H 3.6383 1.5573 -1.4409
C 1.5104 -1.1594 -3.0059
H 1.9133 -1.4247 3.3135
H -3.1042 -1.7709 3.5238
C 4.3965 2.3690 0.4240
C -3.6371 -1.0990 -3.4942
O 3.7536 -1.5688 -3.3771
C -3.2057 0.2385 -3.4039
H 4.8239 3.2049 2.3751
H -3.6014 -1.1964 1.8940
S 0.2245 1.4781 2.0742
H -3.8269 0.3742 4.5290
H 2.4447 3.0468 3.1567
C -1.8591 0.5161 -3.1880
O -1.9278 -0.2653 2.6838
H -3.9335 1.0533 -3.4800
C 2.7501 2.6581 2.1830
H -5.1283 -0.2674 3.5264
C 4.0644 2.7877 1.7150
O -0.8012 2.2226 1.3699
C -4.1167 0.1372 3.5037
C 1.7816 -1.9389 2.3473
H 1.3460 -2.2292 -2.8897
```

total charge = -1
E = -1715.48150 Ha

Let us look at the Mulliken charges, expressed in e, one per atom: -0.207, -0.224, 0.357, -0.222, 0.926, 0.374, -0.725, 0.412, 0.300, 0.187, 0.313, -0.753, -0.428, -0.664, 0.078, 0.292, 0.158, 1.015, 0.333, -0.580, -0.266, 0.032, 0.181, 0.225, 0.367, 0.332, -0.719, 0.269, 0.261, -0.626, -0.378, -0.613, -0.577, 0.352, 0.284, 1.353, 0.288, 0.392, -0.308, -0.257, 0.352, -0.580, 0.399, -0.376, -0.708, -1.195, -0.852, 0.426